Record 1
{"formula": "C5H10ClN4", "method": "the ωB97M-V functional and the def2-TZVPD basis", "lumo_energy_ev": -3.7, "homo_energy_ev": -14.20, "molar_mass_g_mol": 161.62, "total_charge": 1, "spin_multiplicity": 1, "gap_ev": 10.50, "species": ["H", "N", "C", "Cl", "N", "C", "N", "C", "N", "C", "C", "H", "H", "H", "H", "H", "H", "H", "H", "H"], "xyz": [[1.08560, -1.39333, 1.11749], [1.08266, -0.51083, 0.74803], [2.09012, -0.05400, 0.10063], [3.66840, -0.72898, 0.16943], [1.90349, 0.97422, -0.82882], [0.74359, 1.62659, -0.98372], [-0.34203, 1.43640, -0.31795], [-0.68131, 0.52373, 0.59522], [-0.84518, 0.95244, 1.81419], [-1.43528, -0.73599, 0.22097], [-1.25043, -1.49093, -1.09823], [2.70745, 1.22332, -1.39762], [0.71222, 2.41368, -1.76401], [-0.60804, 1.97238, 2.07707], [-1.37958, 0.42914, 2.43071], [-1.56823, -1.22286, 1.26157], [-2.48060, -0.45890, 0.00915], [-1.71789, -0.97521, -1.86217], [-1.44525, -2.49756, -0.92066], [-0.23969, -1.48331, -1.37129]], "atomic_forces_ev_per_a": [[0.7, -2.5, 1.7], [1.4, 3.2, -2.7], [-1.5, -1.0, 0.2], [-0.1, 0.3, -0.2], [1.9, -0.9, 0.8], [-2.6, 0.7, 0.2], [1.2, 0.8, -1.9], [-0.2, -1.1, -0.9], [0.9, 3.9, 0.8], [-2.4, 0.4, 1.5], [2.2, 0.8, 2.4], [-0.3, 0.1, 0.2], [0.3, -0.6, 0.6], [-0.6, -2.6, -0.7], [-1.0, -0.9, 1.4], [0.6, -0.3, -2.0], [0.0, 0.8, 0.9], [-1.5, 0.4, -1.5], [-1.1, -1.7, -0.3], [1.9, -0.1, -0.4]], "lowdin_charge": [0.081, 0.146, -0.739, 0.790, 0.073, -0.112, 0.161, -0.459, 0.188, -0.159, -0.047, 0.151, 0.161, 0.195, 0.095, 0.151, 0.131, 0.068, 0.075, 0.049]}



Record 2
{"formula": "C5H10CuO4", "method": "the ωB97M-V functional and the def2-TZVPD basis", "s2": 0.75, "lumo_energy_ev": [-1.3, -1.3], "homo_energy_ev": [-7.01, -9.51], "molar_mass_g_mol": 197.68, "total_charge": 0, "spin_multiplicity": 2, "gap_ev": [5.69, 8.18], "species": ["O", "C", "O", "Cu", "O", "C", "C", "H", "H", "H", "H", "O", "H", "C", "C", "H", "H", "H", "H", "H"], "xyz": [[-1.50777, 1.61253, 1.38263], [-0.25865, 1.61720, 1.29113], [0.47046, 2.62516, 1.15365], [-1.30222, 3.72835, 1.41668], [0.32146, 0.38755, 1.29038], [1.66034, 0.25327, 0.80781], [1.88267, -1.20776, 0.60040], [2.33654, 0.68968, 1.56319], [1.79350, 0.79852, -0.13940], [2.56099, -1.47523, -0.21272], [1.82338, -1.82017, 1.50605], [-0.20590, -1.86180, -0.06387], [-0.49152, -1.27208, 0.65197], [-0.98692, -0.14389, -1.90337], [-1.47799, -1.26253, -1.01829], [-1.81338, 0.26207, -2.50831], [-0.53397, 0.66276, -1.30956], [-0.21507, -0.50481, -2.59883], [-1.78201, -2.15721, -1.57570], [-2.27393, -0.93162, -0.33383]], "atomic_forces_ev_per_a": [[-0.4, 0.7, 0.3], [0.7, -1.6, -0.4], [-0.1, 0.8, 0.1], [0.1, -0.4, -0.1], [-1.0, 0.8, 0.2], [0.5, -0.3, -0.3], [1.6, 0.7, 0.7], [-0.1, -0.1, -0.2], [-0.2, 0.0, 0.4], [-0.4, -0.2, 0.4], [0.0, 0.0, -0.6], [-4.3, 1.6, -2.3], [0.8, -0.4, 0.4], [0.5, -0.1, -0.1], [2.0, -1.5, 1.1], [0.2, -0.1, 0.3], [-0.3, -0.2, -0.2], [-0.2, 0.0, 0.2], [0.0, 0.4, 0.2], [0.4, -0.3, -0.1]], "lowdin_charge": [-0.016, -0.776, -0.017, 0.650, -0.050, -0.244, 0.023, 0.127, 0.124, 0.064, 0.070, -0.161, 0.022, -0.104, -0.131, 0.080, 0.062, 0.081, 0.095, 0.102]}



Record 3
{"formula": "C5H10F3NO7SSi", "method": "the ωB97M-V functional and the def2-TZVPD basis", "lumo_energy_ev": 0.0, "homo_energy_ev": -10.42, "molar_mass_g_mol": 313.28, "total_charge": 0, "spin_multiplicity": 1, "gap_ev": 10.40, "species": ["O", "N", "O", "Si", "C", "C", "O", "C", "F", "F", "F", "H", "H", "H", "H", "H", "H", "O", "S", "O", "O", "C", "C", "O", "H", "H", "H", "H"], "xyz": [[-1.93737, -2.63303, 0.57127], [-1.48459, -1.62185, 0.20878], [-0.29960, -1.77983, -0.53853], [1.10301, -2.01616, 0.40348], [1.42497, -0.45349, 1.39845], [1.79048, -0.68722, 2.86032], [2.40828, -1.94507, 3.07258], [2.78690, 0.35657, 3.33972], [2.31993, 1.60716, 3.10584], [3.01333, 0.24971, 4.66618], [3.97415, 0.23412, 2.71220], [2.16453, -2.24161, -0.58861], [0.89789, -3.22943, 1.20563], [0.53942, 0.16873, 1.34021], [2.22088, 0.09083, 0.90586], [0.92735, -0.57930, 3.50702], [1.83500, -2.48421, 3.60752], [-1.83654, 3.09707, -0.93684], [-1.41828, 1.92565, -1.61384], [-0.35620, 1.12833, -1.12480], [-1.14956, 2.29986, -3.14703], [-1.94367, 1.47676, -4.01247], [-3.18334, 1.17522, -3.19527], [-2.67669, 0.97117, -1.86979], [-1.38507, 0.57006, -4.25078], [-2.16228, 2.02925, -4.92141], [-3.69435, 0.27395, -3.51960], [-3.87858, 2.01678, -3.18608]], "atomic_forces_ev_per_a": [[0.1, -0.1, -0.1], [-0.4, 0.3, 0.0], [0.4, -0.3, 0.3], [0.0, 0.1, -0.4], [-0.2, -0.3, 0.3], [0.3, 0.0, 0.0], [0.3, 0.1, -0.3], [0.2, 0.3, 0.2], [0.2, -0.4, 0.1], [0.0, 0.1, -0.4], [-0.4, 0.1, 0.2], [0.0, 0.0, 0.0], [-0.1, 0.0, 0.1], [-0.2, 0.2, -0.1], [0.2, 0.1, -0.2], [-0.3, 0.0, 0.1], [-0.2, -0.3, 0.3], [0.1, 0.1, 0.1], [-0.2, -0.1, -0.3], [0.2, 0.0, 0.2], [-0.1, 0.1, 0.1], [0.0, -0.2, -0.1], [-0.1, 0.2, -0.1], [0.2, 0.0, 0.0], [0.0, 0.0, 0.0], [0.1, 0.1, 0.0], [0.0, -0.1, 0.1], [0.0, 0.0, 0.0]], "lowdin_charge": [0.057, -0.078, -0.300, 0.661, -0.210, -0.336, -0.025, -0.579, 0.136, 0.139, 0.148, -0.015, -0.016, 0.078, 0.087, 0.159, 0.096, -0.210, 0.592, -0.225, -0.186, -0.158, -0.159, -0.194, 0.135, 0.134, 0.135, 0.134]}



Record 4
{"formula": "C5H10FN", "method": "the ωB97M-V functional and the def2-TZVPD basis", "lumo_energy_ev": 1.0, "homo_energy_ev": -9.25, "molar_mass_g_mol": 103.14, "total_charge": 0, "spin_multiplicity": 1, "gap_ev": 10.25, "species": ["C", "C", "N", "C", "C", "F", "C", "H", "H", "H", "H", "H", "H", "H", "H", "H", "H"], "xyz": [[1.22379, 1.33684, -0.34200], [0.15874, 0.19773, -0.30366], [-0.35372, 0.08080, -1.63413], [0.57681, -1.15422, 0.22225], [-0.76777, -1.24045, 0.97846], [-0.84241, -1.73922, 2.25479], [-0.91872, 0.26025, 0.82616], [1.56866, 1.62555, 0.68428], [0.73373, 2.17467, -0.80136], [2.03214, 1.01476, -1.01119], [-1.18091, -0.50538, -1.77123], [-0.63105, 1.00239, -1.92729], [1.40027, -0.99424, 0.91178], [0.87490, -1.88187, -0.56884], [-1.46859, -1.72644, 0.29214], [-0.48654, 0.85357, 1.60987], [-1.91933, 0.69524, 0.57997]], "atomic_forces_ev_per_a": [[-0.5, -1.2, 0.7], [0.0, 0.9, 0.2], [-0.5, 0.1, -1.3], [1.0, -0.8, 0.3], [0.1, 0.4, -1.0], [0.1, -0.3, -0.2], [-0.5, 1.1, -0.6], [-0.1, -0.4, -1.0], [-0.1, 0.7, -0.1], [0.0, 0.2, 0.4], [0.4, 0.0, 0.4], [-0.2, 0.3, -0.4], [0.2, -0.3, 0.2], [-0.4, 0.3, 0.8], [-0.3, -0.4, 0.6], [0.1, -0.1, 0.9], [0.7, -0.5, 0.1]], "lowdin_charge": [-0.022, -0.599, 0.061, -0.071, -0.321, 0.004, -0.065, 0.094, 0.061, 0.085, 0.089, 0.067, 0.117, 0.129, 0.143, 0.103, 0.124]}



Record 5
{"formula": "C5H10FN2", "method": "the ωB97M-V functional and the def2-TZVPD basis", "lumo_energy_ev": -4.5, "homo_energy_ev": -13.66, "molar_mass_g_mol": 117.15, "total_charge": 1, "spin_multiplicity": 1, "gap_ev": 9.19, "species": ["C", "N", "C", "C", "N", "C", "C", "F", "H", "H", "H", "H", "H", "H", "H", "H", "H", "H"], "xyz": [[2.58024, 1.02226, 0.65319], [1.28776, 0.49725, 0.19074], [0.93543, -0.68110, 0.42060], [-0.34630, -1.30249, -0.07831], [-1.31846, -0.32685, -0.18973], [-1.22113, 0.50053, -1.39617], [-2.29992, -0.18156, 0.62391], [-3.12857, 0.73284, 0.51269], [2.46131, 1.98499, 1.08299], [3.08907, 1.21639, -0.18031], [3.21444, 0.23152, 1.28386], [1.60377, -1.23462, 1.01512], [-0.07809, -1.70062, -1.02702], [-0.42721, -2.22462, 0.58502], [-0.34928, 1.11668, -1.28454], [-1.23621, -0.04287, -2.33907], [-2.18154, 1.12072, -1.37208], [-2.58532, -0.72844, 1.49910]], "atomic_forces_ev_per_a": [[-1.2, -3.5, 3.1], [-0.3, 1.0, -0.2], [0.9, 1.4, 0.1], [3.4, -2.8, 2.1], [-2.9, 0.4, -0.4], [-2.6, 1.9, 0.0], [1.6, -1.6, 0.5], [-2.0, 2.8, -1.1], [-0.3, 0.6, 1.0], [2.3, 0.6, -3.5], [-1.4, 1.8, -1.0], [0.6, -1.6, 0.8], [-0.3, -0.3, -1.1], [-1.2, 1.4, -0.6], [0.4, 0.3, -0.1], [0.2, -0.6, 0.4], [1.6, -0.5, -0.4], [1.0, -1.2, 0.4]], "lowdin_charge": [-0.066, -0.004, -0.147, -0.127, -0.059, 0.049, -0.068, 0.237, 0.074, 0.030, 0.138, 0.106, 0.134, 0.175, 0.088, 0.123, 0.132, 0.186]}



Record 6
{"formula": "C5H10FN2O2", "method": "the ωB97M-V functional and the def2-TZVPD basis", "lumo_energy_ev": 3.6, "homo_energy_ev": -3.87, "molar_mass_g_mol": 149.15, "total_charge": -1, "spin_multiplicity": 1, "gap_ev": 7.47, "species": ["C", "C", "C", "C", "F", "N", "N", "C", "O", "O", "H", "H", "H", "H", "H", "H", "H", "H", "H", "H"], "xyz": [[1.98133, -0.58053, 1.01593], [0.51034, -0.89194, 0.70070], [-0.16764, 0.09863, -0.29777], [-1.55059, -0.50828, -0.73564], [-1.43676, -0.84646, -2.14863], [-2.73702, 0.18886, -0.49823], [-2.83762, 1.50481, -1.12641], [-3.59681, -0.03073, 0.71073], [-4.57927, 0.63074, 0.72336], [-3.14638, -0.90315, 1.44561], [2.55623, -1.06953, 0.28388], [2.17839, -0.60415, 2.09783], [2.16139, 0.56761, 0.94817], [0.08994, -0.94204, 1.72926], [0.35815, -1.87611, 0.29835], [0.55615, 0.27241, -1.21659], [-0.41231, 1.06535, 0.03907], [-1.79509, -1.48705, -0.19028], [-2.91057, 1.41578, -2.11848], [-3.75588, 1.93018, -0.81096]], "atomic_forces_ev_per_a": [[-1.2, 3.5, 0.5], [-0.2, 1.4, 1.3], [0.5, -1.7, -1.9], [-0.3, -1.4, 0.9], [-0.1, 0.2, 0.4], [-0.2, 1.4, -1.2], [-0.6, 0.6, 1.6], [3.2, -1.9, -1.6], [-3.5, 2.7, 0.3], [0.3, -1.0, 1.1], [1.6, -0.6, -0.2], [0.5, -1.4, -0.5], [-0.4, -1.6, -0.7], [-0.8, 0.3, -1.0], [0.3, -0.6, -0.2], [-1.4, -0.6, 1.6], [0.1, 1.2, 1.0], [0.9, 1.3, -0.7], [-0.2, -0.6, -0.7], [1.4, -1.1, -0.1]], "lowdin_charge": [-0.137, -0.269, -0.126, -0.335, -0.101, -0.103, 0.043, -0.800, 0.003, -0.044, 0.039, 0.059, 0.092, 0.111, 0.090, 0.137, 0.072, 0.149, 0.038, 0.083]}